The following is a DFT calculation (ωB97M-V/def2-TZVPD) of H2NOP in the gas phase at a distorted geometry.

Positions of all 5 atoms, in Å:
N (-0.070, 0.651, 0.188)
O (0.052, -1.873, -0.245)
P (-0.252, -0.638, -0.928)
H (0.435, 0.298, 1.094)
H (-0.165, 1.562, -0.109)

Its LUMO energy is 0.37 eV. As for the SMILES: NP=O. The energy relative to the best compared isomer or geometry (same formula, charge and spin) comes out at 5.56 kcal/mol.